1.
{
  "formula": "C48H135N9O21",
  "method": "ωB97M-V/def2-TZVPD",
  "energy_ev": -108364.788,
  "de_lowest_kcal_mol": 15.7,
  "homo_lumo_gap_ev": 9.3462,
  "charge": 0,
  "spin_multiplicity": 1,
  "e_homo_ha": -0.32627,
  "species": ["C", "C", "C", "O", "C", "N", "H", "H", "H", "H", "H", "H", "H", "H", "H", "H", "H", "C", "C", "C", "O", "C", "N", "H", "H", "H", "H", "H", "H", "H", "H", "H", "H", "H", "C", "C", "C", "O", "C", "N", "H", "H", "H", "H", "H", "H", "H", "H", "H", "H", "H", "C", "C", "C", "O", "C", "N", "H", "H", "H", "H", "H", "H", "H", "H", "H", "H", "H", "C", "C", "C", "O", "C", "N", "H", "H", "H", "H", "H", "H", "H", "H", "H", "H", "H", "C", "C", "C", "O", "C", "N", "H", "H", "H", "H", "H", "H", "H", "H", "H", "H", "H", "C", "C", "C", "O", "C", "N", "H", "H", "H", "H", "H", "H", "H", "H", "H", "H", "H", "C", "C", "C", "O", "C", "N", "H", "H", "H", "H", "H", "H", "H", "H", "H", "H", "H", "C", "C", "C", "O", "C", "N", "H", "H", "H", "H", "H", "H", "H", "H", "H", "H", "H", "C", "C", "O", "O", "H", "H", "H", "H", "H", "H", "C", "C", "O", "O", "H", "H", "H", "H", "H", "H", "C", "C", "O", "O", "H", "H", "H", "H", "H", "H", "C", "C", "O", "O", "H", "H", "H", "H", "H", "H", "C", "C", "O", "O", "H", "H", "H", "H", "H", "H", "C", "C", "O", "O", "H", "H", "H", "H", "H", "H"],
  "xyz": [[-4.258, 6.166, 4.187], [-2.781, 6.621, 4.064], [-1.988, 6.157, 5.328], [-1.948, 4.733, 5.377], [-0.636, 4.291, 5.704], [-2.217, 6.195, 2.839], [-4.241, 5.074, 4.221], [-4.854, 6.514, 3.351], [-4.792, 6.495, 5.057], [-2.756, 7.732, 4.104], [-2.612, 6.540, 6.100], [-0.947, 6.565, 5.388], [-0.779, 3.155, 5.864], [-0.394, 4.778, 6.664], [0.074, 4.418, 4.926], [-2.903, 6.148, 2.127], [-1.343, 6.572, 2.477], [2.582, -6.338, 0.049], [1.244, -5.909, -0.668], [1.627, -4.901, -1.821], [2.291, -3.640, -1.415], [2.958, -2.996, -2.504], [0.453, -7.015, -1.184], [3.038, -5.520, 0.598], [3.340, -6.609, -0.673], [2.345, -7.171, 0.770], [0.646, -5.395, 0.083], [0.719, -4.528, -2.331], [2.217, -5.478, -2.566], [2.268, -2.808, -3.276], [3.712, -3.661, -2.929], [3.385, -2.115, -2.125], [0.861, -7.469, -2.016], [-0.364, -6.464, -1.525], [-3.027, -1.007, 5.244], [-2.480, 0.349, 5.749], [-3.773, 1.074, 6.189], [-3.476, 2.372, 6.663], [-4.676, 3.191, 6.507], [-1.519, 0.243, 6.850], [-4.076, -1.010, 5.220], [-2.654, -1.678, 5.971], [-2.668, -1.264, 4.231], [-1.945, 0.983, 4.984], [-4.311, 0.451, 6.942], [-4.482, 1.164, 5.338], [-4.946, 3.422, 5.457], [-4.532, 4.112, 7.040], [-5.539, 2.701, 6.945], [-1.358, 1.187, 7.175], [-1.867, -0.415, 7.497], [-0.302, -3.303, 2.593], [1.180, -3.389, 3.088], [1.269, -4.584, 3.964], [2.597, -4.694, 4.479], [2.986, -6.016, 4.822], [2.263, -3.432, 1.990], [-0.480, -3.851, 1.646], [-0.565, -2.262, 2.339], [-1.002, -3.673, 3.368], [1.415, -2.504, 3.661], [0.988, -5.461, 3.410], [0.578, -4.460, 4.838], [2.772, -6.727, 3.961], [2.429, -6.341, 5.807], [4.035, -5.996, 4.906], [2.940, -4.105, 2.360], [1.811, -3.930, 1.183], [-2.262, -1.288, -5.005], [-2.262, -1.598, -6.497], [-3.570, -2.189, -6.908], [-4.177, -3.109, -5.987], [-5.402, -3.693, -6.491], [-1.988, -0.410, -7.305], [-2.710, -2.040, -4.381], [-2.770, -0.349, -4.865], [-1.294, -0.979, -4.643], [-1.459, -2.323, -6.772], [-3.460, -2.649, -7.902], [-4.236, -1.327, -6.923], [-5.125, -4.475, -7.229], [-5.911, -2.951, -7.062], [-5.918, -4.161, -5.663], [-1.078, -0.094, -7.122], [-2.672, 0.366, -7.109], [7.792, -0.460, -3.698], [6.818, -0.450, -2.470], [7.241, 0.538, -1.404], [6.296, 0.538, -0.372], [6.613, 1.598, 0.531], [5.510, -0.156, -3.008], [8.855, -0.747, -3.500], [7.868, 0.568, -4.081], [7.433, -1.109, -4.521], [6.786, -1.404, -1.920], [7.268, 1.584, -1.803], [8.247, 0.324, -1.068], [6.631, 2.586, 0.038], [7.639, 1.470, 0.951], [5.943, 1.503, 1.393], [4.770, -0.232, -2.341], [5.255, -0.764, -3.809], [2.846, 2.725, 2.537], [2.465, 3.704, 1.473], [2.483, 5.080, 2.039], [3.729, 5.460, 2.514], [3.776, 6.727, 3.087], [3.332, 3.530, 0.301], [3.809, 3.050, 2.884], [3.163, 1.767, 2.091], [2.184, 2.585, 3.362], [1.424, 3.630, 1.144], [1.788, 5.172, 2.950], [2.146, 5.847, 1.249], [3.063, 6.820, 3.956], [3.533, 7.428, 2.309], [4.768, 6.924, 3.490], [4.271, 3.880, 0.508], [2.953, 4.179, -0.344], [-2.838, -4.532, -1.217], [-3.191, -4.087, -2.667], [-2.773, -5.193, -3.725], [-1.388, -5.393, -3.628], [-0.875, -5.968, -4.831], [-4.631, -3.795, -2.822], [-3.433, -3.944, -0.529], [-1.834, -4.506, -0.851], [-3.172, -5.646, -1.145], [-2.571, -3.208, -2.845], [-3.136, -4.796, -4.708], [-3.326, -6.133, -3.506], [-1.470, -6.844, -5.063], [0.222, -6.204, -4.634], [-0.909, -5.282, -5.674], [-4.853, -3.029, -2.188], [-4.872, -3.531, -3.750], [0.939, 0.679, 0.537], [1.835, 0.014, -0.491], [1.221, 0.207, -1.926], [-0.226, 0.113, -2.023], [-0.743, -1.158, -1.582], [3.244, 0.450, -0.574], [1.375, 0.704, 1.552], [0.034, 0.068, 0.495], [0.710, 1.657, 0.176], [1.839, -1.146, -0.252], [1.636, -0.436, -2.690], [1.429, 1.261, -2.181], [-1.871, -1.130, -1.489], [-0.525, -1.308, -0.510], [-0.571, -2.038, -2.226], [3.295, 1.454, -0.497], [3.674, 0.152, 0.308], [3.700, 2.641, -3.710], [3.535, 4.127, -3.435], [2.263, 4.346, -2.726], [5.008, 2.442, -4.309], [2.946, 2.263, -4.435], [3.639, 2.049, -2.814], [3.570, 4.786, -4.347], [4.349, 4.524, -2.809], [1.527, 4.025, -3.289], [5.381, 1.623, -3.830], [4.686, -1.804, 3.112], [6.143, -1.257, 3.060], [6.783, -1.538, 1.811], [3.994, -1.210, 2.061], [4.322, -1.402, 4.100], [4.525, -2.869, 3.101], [6.630, -1.682, 3.932], [6.127, -0.196, 3.181], [6.171, -1.341, 1.041], [3.192, -1.735, 1.749], [-4.564, -1.255, 0.795], [-5.026, -0.166, 1.764], [-5.395, 1.099, 1.269], [-3.409, -0.830, 0.052], [-5.334, -1.522, 0.092], [-4.319, -2.152, 1.360], [-4.363, -0.108, 2.638], [-5.883, -0.565, 2.379], [-4.721, 1.432, 0.638], [-3.732, -0.593, -0.808], [-1.740, 2.996, -2.763], [-1.352, 4.040, -3.750], [-0.102, 3.836, -4.390], [-1.856, 1.726, -3.446], [-2.696, 3.170, -2.262], [-0.972, 2.850, -1.969], [-1.295, 5.026, -3.225], [-2.186, 4.036, -4.486], [-0.052, 2.947, -4.763], [-1.288, 1.165, -2.885], [-2.176, 2.098, 2.384], [-2.039, 2.956, 1.149], [-3.214, 3.616, 0.830], [-2.796, 2.891, 3.424], [-1.192, 1.606, 2.630], [-2.780, 1.190, 2.194], [-1.816, 2.267, 0.349], [-1.144, 3.669, 1.284], [-3.585, 3.883, 1.694], [-2.233, 3.638, 3.633], [-5.323, 1.533, -3.491], [-5.772, 0.180, -2.993], [-4.649, -0.562, -2.449], [-4.375, 1.583, -4.554], [-4.838, 2.067, -2.628], [-6.211, 2.060, -3.872], [-6.242, -0.369, -3.793], [-6.490, 0.343, -2.230], [-3.997, -0.549, -3.158], [-3.513, 1.615, -4.192]]
}

=====

2.
{
  "formula": "CH4N5",
  "method": "ωB97M-V/def2-TZVPD",
  "energy_ev": -8540.679,
  "de_lowest_kcal_mol": 69.6,
  "smiles": "C[n+]1nnn[nH]1",
  "homo_lumo_gap_ev": 11.0021,
  "charge": 1,
  "spin_multiplicity": 1,
  "e_homo_ha": -0.63885,
  "species": ["C", "N", "N", "N", "N", "N", "H", "H", "H", "H"],
  "xyz": [[-0.206, -0.588, -0.025], [1.071, -0.054, -0.310], [2.070, -0.668, -0.713], [3.084, 0.190, -0.748], [2.785, 1.288, -0.240], [1.578, 1.253, 0.141], [-1.012, -0.363, -0.773], [0.037, -1.659, -0.228], [-0.635, -0.259, 0.957], [1.149, 1.776, 0.816]]
}

=====

3.
{
  "formula": "C29H31BCuF4N2O3P2",
  "method": "ωB97M-V/def2-TZVPD",
  "energy_ev": -114472.094,
  "de_lowest_kcal_mol": 12.2,
  "homo_lumo_gap_ev": 6.6360,
  "charge": -1,
  "spin_multiplicity": 1,
  "e_homo_ha": -0.15267,
  "species": ["Cu", "N", "P", "C", "C", "C", "C", "C", "C", "C", "C", "C", "C", "C", "C", "P", "C", "C", "C", "C", "C", "C", "C", "C", "C", "C", "C", "C", "H", "H", "H", "H", "H", "H", "H", "H", "H", "H", "H", "H", "H", "H", "H", "H", "H", "H", "H", "H", "H", "F", "B", "F", "F", "F", "C", "N", "C", "C", "O", "H", "H", "H", "H", "H", "H", "H", "C", "O", "C", "O", "H", "H", "H"],
  "xyz": [[1.053, 0.539, -1.416], [0.380, -0.163, 1.552], [1.014, -1.507, 0.622], [1.512, -2.592, 2.035], [2.151, -3.782, 1.668], [2.575, -4.692, 2.623], [2.384, -4.420, 3.974], [1.764, -3.241, 4.351], [1.329, -2.334, 3.389], [-0.531, -2.432, 0.196], [-0.664, -2.927, -1.096], [-1.802, -3.633, -1.470], [-2.820, -3.841, -0.551], [-2.695, -3.349, 0.746], [-1.555, -2.651, 1.115], [0.281, 1.416, 0.776], [0.557, 2.378, 2.323], [1.887, 2.667, 2.638], [2.207, 3.347, 3.805], [1.196, 3.763, 4.662], [-0.130, 3.494, 4.347], [-0.451, 2.805, 3.183], [-1.519, 1.620, 0.551], [-2.481, 0.807, 1.136], [-3.827, 1.008, 0.858], [-4.215, 2.023, -0.009], [-3.256, 2.831, -0.606], [-1.911, 2.627, -0.331], [0.928, -0.055, 2.397], [2.315, -3.986, 0.614], [3.064, -5.609, 2.316], [2.721, -5.124, 4.726], [1.609, -3.022, 5.401], [0.821, -1.435, 3.718], [0.129, -2.742, -1.815], [-1.901, -4.002, -2.485], [-3.714, -4.378, -0.843], [-3.486, -3.515, 1.468], [-1.458, -2.264, 2.124], [2.671, 2.360, 1.951], [3.242, 3.565, 4.038], [1.440, 4.306, 5.567], [-0.922, 3.824, 5.009], [-1.487, 2.604, 2.941], [-2.171, 0.002, 1.794], [-4.572, 0.361, 1.306], [-5.264, 2.165, -0.242], [-3.545, 3.589, -1.323], [-1.160, 3.207, -0.857], [-0.026, 2.751, -2.841], [-0.915, 3.219, -3.846], [-0.432, 2.830, -5.118], [-2.193, 2.617, -3.640], [-1.032, 4.613, -3.759], [-1.683, -0.058, -5.350], [-0.814, -0.132, -4.179], [0.629, -0.035, -4.402], [-1.367, -0.004, -2.980], [-0.789, 0.078, -1.890], [-1.809, 0.977, -5.665], [-2.657, -0.489, -5.120], [-1.233, -0.632, -6.158], [0.793, 0.326, -5.413], [1.124, -0.997, -4.263], [1.079, 0.685, -3.724], [-2.460, 0.003, -2.996], [5.155, 0.905, -0.717], [3.742, 1.062, -0.639], [3.000, 0.369, -1.610], [3.634, -0.322, -2.386], [5.576, 1.565, 0.040], [5.531, 1.179, -1.703], [5.454, -0.126, -0.520]]
}

=====

4.
{
  "formula": "C2H3FO2PYb",
  "method": "ωB97M-V/def2-TZVPD",
  "energy_ev": -49751.630,
  "homo_lumo_gap_ev": [6.5157, 5.6264],
  "charge": 0,
  "spin_multiplicity": 2,
  "e_homo_ha": [-0.25611, -0.24351],
  "species": ["P", "F", "O", "C", "H", "H", "C", "O", "Yb", "H"],
  "xyz": [[2.386, 0.330, 0.586], [2.128, -0.909, -0.743], [-1.736, 1.237, -0.340], [-2.907, 0.652, 0.049], [-3.763, 0.838, -0.639], [-3.278, 0.990, 1.044], [-2.804, -0.836, 0.157], [-1.733, -1.405, -0.041], [0.003, 0.002, -0.679], [-3.683, -1.417, 0.486]]
}